Entry 1:
Entry from the OMol25 dataset: C19H27AuNOP2 as an isolated structure at a distorted geometry (ωB97M-V/def2-TZVPD).

Geometry as XYZ:
```
51
Properties=species:S:1:pos:R:3:lowdin_charge:R:1
C 3.941 -0.422 -0.271 -0.042
C 2.696 0.146 -0.151 -0.213
C 1.825 0.158 -1.311 -0.214
C 2.216 -0.521 -2.510 -0.147
C 3.511 -1.111 -2.565 -0.010
C 4.350 -1.050 -1.486 -0.054
C 1.266 -0.587 -3.540 0.051
C -0.008 -0.013 -3.408 -0.143
C -0.289 0.656 -2.175 -0.216
C -1.612 1.191 -1.924 -0.221
C -2.559 1.108 -2.916 -0.041
C -2.266 0.464 -4.156 -0.057
C -1.035 -0.084 -4.392 -0.018
H 4.618 -0.407 0.587 0.117
H 3.806 -1.599 -3.485 0.120
H 5.349 -1.487 -1.526 0.113
H 1.534 -1.071 -4.478 0.128
H -3.553 1.528 -2.741 0.116
H -3.053 0.418 -4.909 0.112
H -0.805 -0.578 -5.328 0.117
N 0.617 0.709 -1.199 0.124
Au -0.852 -1.361 1.013 0.489
C 2.184 0.751 1.127 -0.286
H 1.525 1.607 0.925 0.089
H 3.004 1.046 1.791 0.104
C -1.862 1.822 -0.587 -0.290
H -0.968 2.340 -0.215 0.092
H -2.722 2.499 -0.611 0.100
P 1.227 -0.406 2.147 0.780
P -2.303 0.630 0.713 0.758
C -3.981 0.095 0.295 -0.245
H -4.385 -0.542 1.085 0.047
H -4.584 0.988 0.189 0.051
H -3.954 -0.455 -0.646 0.053
C -2.501 1.668 2.189 -0.235
H -3.243 2.418 1.945 0.056
H -2.845 1.102 3.058 0.040
H -1.559 2.162 2.432 0.043
C 2.377 -1.741 2.552 -0.260
H 3.261 -1.278 2.980 0.053
H 1.903 -2.415 3.268 0.047
H 2.626 -2.294 1.645 0.049
C 0.919 0.471 3.695 -0.245
H 0.382 -0.168 4.397 0.046
H 1.893 0.716 4.094 0.049
H 0.351 1.380 3.504 0.035
H -0.100 -1.501 -0.470 0.023
H -0.052 -2.807 1.442 -0.014
O -1.894 -1.300 3.094 -0.185
H -1.595 -1.968 3.707 0.067
H -2.801 -0.908 3.127 0.070
```

Values from the calculation:
Calculated total energy (eV): -45939.496
Multiplicity: 3
Net charge: +1
⟨S²⟩: 2.0283

Entry 2:
Entry from the OMol25 dataset: a 3-piece molecular cluster, C19H27BBrF5N5O3 overall at a distorted geometry (ωB97M-V/def2-TZVPD).

Geometry as XYZ:
```
61
Properties=species:S:1:pos:R:3:lowdin_charge:R:1
C -6.360 2.063 1.776 -0.054
B -5.060 1.477 2.617 -0.339
O -4.846 1.916 4.033 0.019
C -4.083 0.386 1.880 0.047
C -4.800 -1.036 1.486 0.114
N -3.653 -1.782 0.798 -0.080
C -3.821 -3.182 0.248 -0.246
N -4.049 -3.258 -1.245 0.009
C -2.420 -0.868 0.805 -0.400
Br -0.756 -1.514 -0.065 0.808
N -2.599 0.471 1.463 0.075
C -1.764 1.680 1.700 -0.245
F -1.792 2.146 3.138 0.018
F -2.409 2.813 0.933 -0.005
C -0.203 1.656 1.265 -0.073
C 0.983 0.759 2.032 0.001
C 2.565 0.746 1.591 -0.017
C 3.090 1.675 0.348 0.038
C 1.962 2.613 -0.416 -0.026
C 2.518 3.586 -1.639 -0.207
F 2.527 2.918 -2.961 0.018
F 1.658 4.817 -1.619 -0.004
F 3.884 4.065 -1.208 -0.007
C 0.354 2.594 0.006 0.083
H -7.353 1.459 1.958 0.094
H -6.574 3.207 2.023 0.097
H -6.032 2.039 0.629 0.089
H -4.952 2.923 4.104 0.133
H -5.911 -1.368 1.678 0.164
H -4.710 -3.765 0.773 0.160
H -2.845 -3.825 0.476 0.142
H -3.105 -3.117 -1.679 0.069
H -4.719 -2.494 -1.489 0.091
H 0.678 0.066 2.934 0.081
H 3.324 0.047 2.184 0.106
H 4.225 1.674 0.048 0.116
H -0.355 3.309 -0.613 0.116
C 2.182 -2.303 4.424 -0.285
O 1.992 -1.188 3.957 -0.030
N 1.468 -3.438 4.102 -0.199
C 1.756 -4.725 4.700 -0.054
C 0.395 -3.341 3.134 -0.065
H 2.974 -2.489 5.169 0.141
H 2.020 -5.432 3.908 0.094
H 0.864 -5.078 5.225 0.094
H 2.585 -4.654 5.409 0.091
H 0.802 -2.976 2.186 0.058
H -0.348 -2.624 3.497 0.089
H -0.077 -4.315 2.982 0.092
C 3.720 0.390 -7.660 -0.329
O 4.423 -0.147 -8.506 0.009
N 4.170 1.221 -6.656 -0.211
C 3.271 1.819 -5.691 -0.082
C 5.587 1.505 -6.562 -0.050
H 2.628 0.241 -7.640 0.127
H 3.350 2.908 -5.762 0.091
H 3.562 1.495 -4.688 0.074
H 2.236 1.522 -5.879 0.085
H 5.919 1.971 -7.494 0.095
H 6.130 0.565 -6.425 0.093
H 5.792 2.174 -5.722 0.087
```

Values from the calculation:
Calculated total energy (eV): -118019.103
Net charge: +1

Entry 3:
Entry from the OMol25 dataset: C19H27BNO2PZn as an isolated structure at a distorted geometry (ωB97M-V/def2-TZVPD).

Geometry as XYZ:
```
52
Properties=species:S:1:pos:R:3:lowdin_charge:R:1
C 1.220 -3.911 2.120 -0.094
C 1.211 -3.954 0.729 -0.067
C 0.941 -2.808 -0.028 -0.221
C 0.881 -1.554 0.619 -0.078
C 0.698 -1.559 2.033 -0.262
C 0.936 -2.715 2.774 -0.053
C 0.709 -2.947 -1.506 -0.125
C -0.594 -2.385 -2.106 -0.182
N -1.769 -2.203 -1.191 -0.320
Zn -1.667 -0.378 -0.277 0.385
C 0.190 -0.304 2.683 -0.289
P -1.416 0.167 1.912 0.736
H 1.394 -4.892 0.198 0.111
H 0.895 -2.652 3.865 0.113
H 1.448 -4.811 2.692 0.098
H 0.883 0.535 2.531 0.087
H 0.005 -0.443 3.758 0.096
H 1.527 -2.460 -2.058 0.130
H 0.748 -4.017 -1.763 0.113
H -0.396 -1.405 -2.560 0.110
C -1.596 1.837 2.611 -0.252
C -2.539 -0.840 2.953 -0.293
H -0.920 -3.056 -2.920 0.121
C -1.962 -3.364 -0.263 -0.040
C -3.007 -2.024 -2.038 -0.088
H -1.991 1.388 -0.776 0.019
H -3.001 -3.709 -0.317 0.082
H -1.300 -4.186 -0.561 0.097
H -1.753 -3.077 0.777 0.076
H -3.723 -2.834 -1.843 0.083
H -3.502 -1.066 -1.809 0.035
H -2.745 -2.044 -3.106 0.088
H -2.459 -0.501 3.994 0.031
H -3.572 -0.696 2.603 0.030
H -2.275 -1.904 2.891 0.034
H -1.879 1.766 3.674 0.051
H -0.641 2.372 2.514 0.048
H -2.380 2.367 2.058 0.037
H -2.528 1.022 -1.254 0.038
O 1.068 0.181 -1.439 0.085
B 1.243 -0.227 -0.084 -0.563
O 2.120 0.695 0.565 0.147
C 2.503 1.594 -0.396 -0.192
C 3.413 2.629 -0.285 0.002
C 3.668 3.378 -1.447 -0.098
C 3.051 3.064 -2.661 -0.103
C 2.128 2.014 -2.763 -0.005
C 1.876 1.288 -1.612 -0.187
H 3.892 2.831 0.668 0.117
H 4.364 4.217 -1.394 0.099
H 3.295 3.647 -3.558 0.101
H 1.615 1.767 -3.690 0.115
```

Values from the calculation:
Calculated total energy (eV): -84106.643

Entry 4:
Entry from the OMol25 dataset: C19H27Cl3F6N2O3PS2SiV as an isolated structure (ωB97M-V/def2-TZVPD).

Geometry as XYZ:
```
65
Properties=species:S:1:pos:R:3:lowdin_charge:R:1
V -0.251 0.699 -0.046 0.459
C -3.686 -1.501 -0.689 0.051
C -3.009 -0.845 0.468 -0.451
O -1.925 -0.235 0.336 -0.175
N -3.566 -0.978 1.663 0.108
C -2.860 -0.633 2.883 -0.090
C -1.691 -1.558 3.171 -0.283
C -0.952 -1.390 4.336 -0.058
C 0.195 -2.144 4.499 -0.063
C 0.558 -3.037 3.501 -0.060
C -0.265 -3.157 2.394 -0.137
N -1.375 -2.438 2.231 0.123
H -3.322 -1.094 -1.627 0.060
H -4.769 -1.400 -0.618 0.100
H -3.432 -2.563 -0.663 0.115
H -4.359 -1.594 1.722 0.159
H -3.569 -0.612 3.709 0.138
H -2.482 0.384 2.774 0.065
H -1.254 -0.659 5.075 0.104
H 0.807 -2.027 5.384 0.112
H 1.459 -3.631 3.577 0.109
H -0.023 -3.845 1.593 0.111
S 0.487 -1.401 -0.677 0.826
C 2.076 -1.550 0.028 -0.648
C 3.032 -2.452 -0.433 -0.097
C 4.269 -2.514 0.187 -0.083
C 4.562 -1.695 1.274 -0.088
C 3.606 -0.811 1.752 -0.105
C 2.369 -0.747 1.123 -0.614
S 1.080 0.268 1.764 0.676
H 2.808 -3.084 -1.284 0.111
H 5.018 -3.201 -0.185 0.104
H 5.535 -1.743 1.745 0.102
H 3.815 -0.168 2.598 0.109
C -3.063 2.097 -1.021 -0.094
O -1.624 2.162 -0.884 -0.260
H -3.411 3.062 -1.386 0.104
H -3.492 1.904 -0.047 0.032
H -3.325 1.316 -1.731 0.075
H -1.284 2.072 -1.794 0.077
F -0.923 0.484 -2.703 -0.244
P -1.506 -0.353 -4.063 0.175
F -2.080 -1.125 -5.325 -0.118
F -1.325 1.008 -4.895 -0.140
F -0.004 -0.785 -4.397 -0.136
F -3.005 0.117 -3.627 -0.169
F -1.675 -1.657 -3.122 -0.172
C 2.259 1.041 -2.788 -0.004
C 1.922 2.120 -1.771 -0.601
C 3.119 2.438 -0.884 -0.013
C 1.334 3.360 -2.426 -0.006
O 0.904 1.591 -0.888 -0.329
H 3.129 1.364 -3.362 0.102
H 1.432 0.859 -3.469 0.071
H 2.506 0.109 -2.281 0.076
H 3.885 2.943 -1.475 0.097
H 3.542 1.518 -0.479 0.086
H 2.828 3.091 -0.062 0.050
H 2.044 3.755 -3.153 0.099
H 1.120 4.130 -1.685 0.079
H 0.421 3.106 -2.967 0.088
Cl 0.664 4.007 1.428 0.335
Si -0.521 2.399 1.875 -0.641
Cl -2.457 3.168 1.910 0.319
Cl -0.302 2.057 3.905 0.269
```

Values from the calculation:
Calculated total energy (eV): -147673.401

Entry 5:
Entry from the OMol25 dataset: C19H27ClCrGe2N4S as an isolated structure (ωB97M-V/def2-TZVPD).

Geometry as XYZ:
```
55
Properties=species:S:1:pos:R:3:lowdin_charge:R:1
Cr 0.432 1.235 -1.977 0.044
C -2.389 -3.382 -2.507 0.017
C -0.953 -3.040 -2.439 -0.326
N 0.028 -3.880 -2.398 0.148
N 1.151 -3.119 -2.368 0.057
C 0.898 -1.803 -2.382 -0.705
S 2.015 -0.536 -2.384 0.716
N -0.475 -1.744 -2.417 -0.072
N -1.200 -0.558 -2.487 0.107
H -2.487 -4.463 -2.491 0.098
H -2.835 -3.001 -3.425 0.095
H -2.936 -2.961 -1.662 0.076
H 2.057 -3.555 -2.310 0.170
H -1.581 -0.439 -3.423 0.135
H -1.950 -0.575 -1.798 0.095
C 3.033 2.827 0.361 -0.231
Ge 1.287 2.696 1.250 0.699
C 0.231 4.276 0.770 -0.237
C 1.451 2.574 3.205 -0.227
Ge 0.239 0.553 0.552 0.914
C 1.304 -0.984 1.138 -0.356
C 2.596 -0.772 1.616 -0.124
C 3.404 -1.826 2.006 -0.066
C 2.940 -3.127 1.912 -0.070
C 1.663 -3.365 1.432 -0.078
C 0.858 -2.305 1.049 -0.126
C -1.671 0.349 0.960 -0.346
C -2.367 1.432 1.492 -0.113
C -3.718 1.344 1.787 -0.062
C -4.413 0.176 1.528 -0.067
C -3.748 -0.909 0.981 -0.076
C -2.394 -0.821 0.700 -0.147
H 3.419 3.836 0.501 0.031
H 2.949 2.656 -0.717 0.011
H 3.762 2.126 0.755 0.015
H 0.645 5.114 1.332 0.031
H -0.822 4.197 1.021 0.009
H 0.316 4.504 -0.287 -0.006
H 1.962 3.473 3.550 0.029
H 2.020 1.707 3.529 0.014
H 0.471 2.537 3.676 0.022
H 2.992 0.231 1.693 0.068
H 4.397 -1.631 2.384 0.111
H 3.568 -3.951 2.219 0.110
H 1.289 -4.377 1.364 0.109
H -0.137 -2.532 0.693 0.074
H -1.852 2.360 1.699 0.074
H -4.230 2.193 2.217 0.113
H -5.467 0.109 1.755 0.112
H -4.285 -1.829 0.788 0.108
H -1.895 -1.697 0.299 0.067
Cl -0.917 3.078 -2.566 0.498
C 0.385 2.363 -3.692 -0.538
H 1.093 3.170 -3.879 -0.001
H -0.132 2.065 -4.604 -0.005
```

Values from the calculation:
Calculated total energy (eV): -190905.415
Multiplicity: 6
Net charge: +1
⟨S²⟩: 8.7915

Entry 6:
Entry from the OMol25 dataset: C19H27CrN4O4S as an isolated structure at a distorted geometry (ωB97M-V/def2-TZVPD).

Geometry as XYZ:
```
56
Properties=species:S:1:pos:R:3:lowdin_charge:R:1
Cr 0.218 0.656 0.378 0.789
C 2.850 1.642 2.106 -0.020
C 1.814 0.620 2.526 -0.290
C 2.155 -0.728 2.665 -0.005
C 1.282 -1.636 3.251 -0.268
C 1.694 -3.071 3.464 -0.038
C 0.031 -1.184 3.681 -0.035
C -0.372 0.129 3.501 -0.267
C -1.737 0.600 3.925 -0.020
C 0.524 1.018 2.896 -0.082
H 2.672 2.041 1.106 0.071
H 3.847 1.205 2.118 0.088
H 2.838 2.488 2.794 0.096
H 3.148 -1.057 2.371 0.132
H 2.342 -3.425 2.658 0.081
H 0.825 -3.729 3.532 0.078
H 2.254 -3.175 4.398 0.093
H -0.643 -1.882 4.175 0.126
H -1.673 1.518 4.514 0.092
H -2.249 -0.154 4.524 0.084
H -2.363 0.817 3.052 0.075
H 0.282 2.078 2.896 0.133
O 0.486 2.594 -0.085 -0.141
N -0.723 2.324 0.281 -0.170
C -1.730 3.068 -0.012 -0.260
C -3.029 2.575 0.384 -0.149
N -4.049 2.142 0.689 0.189
C -1.577 4.270 -0.789 -0.141
N -1.452 5.187 -1.472 0.201
O 2.702 -0.046 -2.822 0.067
C 1.611 -0.082 -2.245 -0.565
O 1.424 -0.257 -1.000 -0.085
C 0.385 -0.036 -3.181 -0.147
N 0.967 0.036 -4.575 0.090
C 0.430 1.263 -5.267 -0.085
C -0.856 1.560 -4.507 -0.135
C -0.477 1.225 -3.062 -0.117
H -0.204 -0.944 -3.073 0.159
H 0.798 -0.805 -5.112 0.180
H 1.985 0.079 -4.317 0.137
H 0.297 1.062 -6.325 0.132
H 1.161 2.059 -5.144 0.141
H -1.660 0.908 -4.856 0.124
H -1.174 2.593 -4.633 0.128
H -1.342 1.051 -2.427 0.122
H 0.115 2.040 -2.640 0.124
C -0.077 -3.276 -0.154 -0.222
S -1.253 -2.362 0.817 0.925
C -2.742 -2.872 0.008 -0.231
O -1.124 -0.899 0.393 -0.594
H -0.113 -4.327 0.141 0.076
H 0.899 -2.848 0.072 0.058
H -0.316 -3.154 -1.211 0.061
H -2.889 -3.938 0.201 0.075
H -2.660 -2.666 -1.061 0.068
H -3.555 -2.295 0.451 0.070
```

Values from the calculation:
Calculated total energy (eV): -73541.592
Multiplicity: 5
Net charge: +1
⟨S²⟩: 6.0163

Among the records above, which one has the highest calculated total energy?
C19H27AuNOP2

Number 2 is which compound?
C19H27BBrF5N5O3

Number 5 is which compound?
C19H27ClCrGe2N4S

Look up the calculated total energy of the fourth one.
-147673.401 eV